This record from the Open Molecules 2025 dataset describes an isolated molecule of C5H11NO. The level of theory is the ωB97M-V functional and the def2-TZVPD basis.

Last column: Löwdin charge in e.
CARTESIAN COORDINATES (ANGSTROEM)
O -0.237 -1.770 -1.330  0.039
N -0.258 0.129 -0.101  -0.112
C 0.299 -1.065 -0.497  -0.508
C -0.240 2.341 0.996  -0.090
C 1.678 -1.435 0.012  0.001
C -1.668 0.302 -0.374  -0.055
C 0.379 0.952 0.931  -0.230
H 0.291 0.437 1.894  0.122
H -2.203 0.542 0.542  0.088
H 1.702 -2.519 0.085  0.085
H -1.856 1.035 -1.152  0.090
H -1.135 2.329 1.610  0.069
H 1.864 -1.045 1.008  0.059
H -2.140 -0.612 -0.721  0.085
H 1.429 1.089 0.692  0.110
H 0.453 3.010 1.518  0.077
H -0.382 2.732 -0.003  0.079
H 2.441 -1.067 -0.668  0.091

## Properties
- Molar mass: 101.1 u
- Orbital gap: 0.36606 Eh
- Energy relative to the best compared isomer or geometry (same formula, charge and spin): 0.629 eV
- Charge: 0

---

This record from the Open Molecules 2025 dataset describes a 2-piece molecular cluster, C5H11NO overall. The level of theory is the ωB97M-V functional and the def2-TZVPD basis.

Last column: Löwdin charge in e.
CARTESIAN COORDINATES (ANGSTROEM)
O 2.305 -1.004 -1.104  0.043
N 1.167 -0.572 0.905  0.063
C -0.669 -0.332 -0.623  -0.138
C 0.221 1.659 0.688  -0.033
C 2.093 -1.103 0.219  -0.262
C -1.793 0.333 -1.364  -0.095
C 0.196 0.223 0.241  -0.401
H -0.540 -1.511 2.345  0.007
H -1.764 0.052 -2.424  0.072
H -2.767 0.008 -0.978  0.076
H 0.280 1.686 1.781  0.082
H 1.568 -0.482 -1.474  0.095
H 2.851 -1.721 0.695  0.129
H -0.662 2.218 0.372  0.067
H -1.753 1.424 -1.310  0.063
H 1.114 2.170 0.308  0.085
H -0.586 -1.410 -0.767  0.115
H -1.260 -1.638 2.491  0.030

## Properties
- Molar mass: 101.1 u
- Orbital gap: 0.35486 Eh
- Energy relative to the best compared isomer or geometry (same formula, charge and spin): 2.229 eV
- Charge: 0

---

This record from the Open Molecules 2025 dataset describes an isolated molecule of C5H11NO. The level of theory is the ωB97M-V functional and the def2-TZVPD basis.

Last column: Löwdin charge in e.
CARTESIAN COORDINATES (ANGSTROEM)
O -2.239 1.567 0.857  -0.078
N 0.021 0.258 0.295  -0.091
C 2.200 -0.017 -1.336  -0.094
C 1.288 -0.713 -0.370  -0.166
C -2.355 0.332 0.193  -0.277
C 1.180 -0.169 1.003  -0.200
C -1.194 -0.556 0.612  -0.204
H -2.315 0.458 -0.902  0.116
H -1.304 1.806 0.731  0.072
H -3.329 -0.098 0.450  0.119
H 3.215 -0.434 -1.291  0.080
H 1.827 -0.181 -2.349  0.072
H 1.827 0.697 1.173  0.120
H 1.044 -0.785 1.886  0.106
H -1.233 -1.548 0.123  0.125
H 0.291 -0.857 -0.813  0.098
H -1.229 -0.736 1.695  0.122
H 2.254 1.058 -1.132  0.079

## Properties
- Molar mass: 101.1 u
- Orbital gap: 0.37238 Eh
- Energy relative to the best compared isomer or geometry (same formula, charge and spin): 4.488 eV
- Charge: 0

---

This record from the Open Molecules 2025 dataset describes an isolated molecule of C5H11NO. The level of theory is the ωB97M-V functional and the def2-TZVPD basis.

Last column: Löwdin charge in e.
CARTESIAN COORDINATES (ANGSTROEM)
O 0.294 -2.649 0.459  0.034
N -0.506 -0.443 -0.250  -0.131
C 1.209 -0.268 1.231  -0.108
C 0.766 0.283 -0.115  -0.432
C -0.536 -1.597 0.430  -0.161
C 0.575 1.796 -0.235  -0.081
C -1.659 0.036 -0.992  -0.036
H 0.231 2.124 -1.226  0.069
H -1.458 0.027 -2.070  0.098
H 1.456 -0.039 -0.912  0.134
H 2.301 -0.287 1.361  0.028
H 1.541 2.272 -0.041  0.081
H -1.559 -1.957 0.588  0.139
H 0.769 0.319 2.047  0.031
H -1.922 1.054 -0.692  0.083
H -2.512 -0.620 -0.800  0.089
H -0.130 2.158 0.523  0.079
H 1.141 -2.210 0.695  0.083

## Properties
- Molar mass: 101.1 u
- Orbital gap (alpha / beta): 0.27868 / 0.27876 Eh
- Energy relative to the best compared isomer or geometry (same formula, charge and spin): 4.524 eV
- Charge: 0

---

This record from the Open Molecules 2025 dataset describes an isolated ion of composition C5H11NO and charge +1. The level of theory is the ωB97M-V functional and the def2-TZVPD basis.

Last column: Löwdin charge in e.
CARTESIAN COORDINATES (ANGSTROEM)
O 0.598 -1.715 -0.298  0.225
N -0.833 -0.194 0.397  0.223
C 0.308 1.634 -0.839  -0.183
C -0.649 1.238 0.368  -0.105
C 0.142 -1.179 0.670  -0.438
C -0.126 1.108 -2.164  -0.090
C 0.533 -1.352 2.107  0.048
H -1.604 1.741 0.375  0.142
H -0.128 0.026 -2.175  0.067
H 1.366 1.522 -0.606  0.125
H -0.233 -1.673 2.811  0.109
H -1.581 -0.512 -0.227  0.193
H -0.116 1.577 1.262  0.140
H 0.152 2.716 -0.693  0.131
H 1.371 -2.063 2.069  0.113
H 0.465 1.568 -2.960  0.099
H -1.118 1.492 -2.447  0.097
H 1.003 -0.425 2.457  0.104

## Properties
- Molar mass: 101.1 u
- Orbital gap (alpha / beta): 0.44217 / 0.28182 Eh
- Energy relative to the best compared isomer or geometry (same formula, charge and spin): 1.502 eV
- Charge: +1
- Expectation value of S²: 0.759
- Multiplicity: 2

---

This record from the Open Molecules 2025 dataset describes an isolated ion of composition C5H11NO and charge +1. The level of theory is the ωB97M-V functional and the def2-TZVPD basis.

Last column: Löwdin charge in e.
CARTESIAN COORDINATES (ANGSTROEM)
O 0.056 -1.670 2.261  -0.052
N -0.111 0.464 -1.912  0.206
C -0.620 0.687 0.454  -0.173
C -1.091 0.111 -0.865  -0.119
C 0.754 0.287 0.971  -0.186
C 0.940 -1.228 1.232  -0.233
C 0.055 1.534 -2.513  0.146
H -0.485 2.468 -2.378  0.152
H -1.272 0.500 1.310  0.139
H 0.754 1.408 -3.354  0.147
H 1.025 0.836 1.875  0.129
H -0.577 1.765 0.257  0.118
H 1.587 0.534 0.295  0.115
H -1.114 -0.980 -0.830  0.139
H 0.712 -1.739 0.296  0.112
H -0.779 -1.941 1.869  0.084
H 1.916 -1.300 1.700  0.128
H -2.075 0.426 -1.202  0.150

## Properties
- Molar mass: 101.1 u
- Orbital gap (alpha / beta): 0.31066 / 0.17731 Eh
- Energy relative to the best compared isomer or geometry (same formula, charge and spin): 2.949 eV
- Charge: +1
- Expectation value of S²: 0.759
- Multiplicity: 2

---

This record from the Open Molecules 2025 dataset describes an isolated ion of composition C5H11NO and charge +1. The level of theory is the ωB97M-V functional and the def2-TZVPD basis.

Last column: Löwdin charge in e.
CARTESIAN COORDINATES (ANGSTROEM)
O -1.782 -2.256 -1.407  0.010
N -0.610 -0.421 -0.728  0.176
C 1.635 0.865 1.527  -0.152
C 1.511 -0.361 2.053  0.035
C -0.413 0.911 -0.166  -0.108
C -1.681 -0.866 -1.613  -0.189
C 1.103 1.196 0.168  -0.167
H -2.396 -2.362 -0.665  0.117
H 0.665 -1.009 1.876  0.056
H 1.261 2.272 0.046  0.122
H -1.038 0.820 0.735  0.162
H -0.666 1.650 -0.916  0.147
H -2.610 -0.334 -1.380  0.155
H -1.482 -0.716 -2.678  0.165
H 0.290 -0.903 -0.830  0.172
H 1.587 0.670 -0.649  0.115
H 2.332 1.596 1.933  0.110
H 2.296 -0.752 2.695  0.074

## Properties
- Molar mass: 101.1 u
- Orbital gap (alpha / beta): 0.37840 / 0.19937 Eh
- Energy relative to the best compared isomer or geometry (same formula, charge and spin): 2.808 eV
- Charge: +1
- Expectation value of S²: 0.755
- Multiplicity: 2

---

This record from the Open Molecules 2025 dataset describes C5H11NO10S2 as an isolated structure. The level of theory is the ωB97M-V functional and the def2-TZVPD basis.

Last column: Löwdin charge in e.
CARTESIAN COORDINATES (ANGSTROEM)
S 0.090 -2.387 -3.812  0.568
S 1.012 0.176 1.710  0.571
O -0.806 -3.458 -4.031  -0.217
O 1.209 -2.868 -2.785  -0.191
O -0.345 -0.229 1.683  -0.226
O 0.678 -1.698 -4.886  -0.207
O -1.569 1.667 -0.888  0.058
O -3.671 1.926 -1.292  0.079
O 1.995 -0.650 1.137  -0.202
O 1.416 0.596 3.190  -0.179
O 1.135 1.635 1.087  -0.196
O -0.547 -1.297 -2.852  -0.192
N -2.746 1.543 -0.608  -0.444
C 2.327 1.696 3.084  -0.166
C 1.654 2.584 2.065  -0.118
C -3.058 0.853 0.659  0.035
C 0.983 -2.293 -1.480  -0.151
C -0.445 -1.753 -1.485  -0.141
H 2.427 2.159 4.061  0.140
H 3.300 1.324 2.758  0.136
H -4.119 0.910 0.858  0.098
H -1.239 -2.462 -1.264  0.136
H -2.421 1.281 1.428  0.089
H 0.722 2.974 2.470  0.136
H 1.168 -3.028 -0.702  0.134
H 1.715 -1.491 -1.426  0.124
H -2.707 -0.175 0.593  0.089
H 2.315 3.312 1.614  0.139
H -0.474 -0.847 -0.887  0.099

## Properties
- Molar mass: 309.3 u
- Orbital gap: 0.40263 Eh
- Energy relative to the best compared isomer or geometry (same formula, charge and spin): 0.001 eV
- Charge: 0

---

This record from the Open Molecules 2025 dataset describes a 2-piece molecular cluster, C5H11NO2 overall. The level of theory is the ωB97M-V functional and the def2-TZVPD basis.

Last column: Löwdin charge in e.
CARTESIAN COORDINATES (ANGSTROEM)
O -1.939 1.885 -1.640  -0.055
O -1.006 -0.814 -1.387  0.026
N -0.124 -1.581 1.290  0.089
C 0.098 -0.451 -1.708  -0.254
C 1.425 -0.230 2.622  0.017
C 0.587 0.669 0.521  -0.169
C 0.976 0.495 -0.947  -0.150
C 0.662 -0.447 1.556  -0.422
H 1.094 1.444 -1.461  0.122
H -0.491 0.970 0.514  0.115
H -1.841 1.020 -1.219  -0.006
H 2.004 0.076 -0.905  0.131
H 1.147 1.531 0.872  0.107
H -0.013 -2.211 2.074  0.087
H -2.867 2.122 -1.614  0.037
H -1.081 -1.337 1.069  0.088
H 1.579 -0.919 3.432  0.041
H 1.846 0.774 2.867  0.069
H 0.460 -0.643 -2.744  0.129

## Properties
- Molar mass: 117.1 u
- Orbital gap: 0.34226 Eh
- Energy relative to the best compared isomer or geometry (same formula, charge and spin): 1.878 eV
- Charge: 0

---

This record from the Open Molecules 2025 dataset describes a 2-piece molecular cluster, C5H11NO2 overall. The level of theory is the ωB97M-V functional and the def2-TZVPD basis.

Last column: Löwdin charge in e.
CARTESIAN COORDINATES (ANGSTROEM)
O -0.078 -1.152 -0.255  0.007
O -1.015 1.832 -0.647  0.012
N 2.076 -0.583 -0.954  0.141
C 0.759 -1.000 -1.167  -0.532
C 0.412 -1.249 -2.612  -0.023
C -0.848 1.771 0.566  -0.250
C -1.523 0.718 1.490  -0.209
C -0.435 0.210 2.419  -0.133
H 0.002 0.984 2.996  0.055
H 2.196 -0.044 -0.079  0.114
H 1.196 -1.720 -3.231  0.083
H -0.461 -1.927 -2.605  0.088
H -0.870 -0.509 3.109  0.078
H -1.878 -0.118 0.839  0.109
H 2.543 -0.208 -1.755  0.084
H -0.137 2.493 1.038  0.121
H 0.065 -0.337 -3.130  0.093
H -2.362 1.132 2.081  0.116
H 0.359 -0.293 1.896  0.046

## Properties
- Molar mass: 117.1 u
- Orbital gap: 0.38200 Eh
- Energy relative to the best compared isomer or geometry (same formula, charge and spin): 0.889 eV
- Charge: 0

---

Please write out number 7 again, unchanged.
This record from the Open Molecules 2025 dataset describes an isolated ion of composition C5H11NO and charge +1. The level of theory is the ωB97M-V functional and the def2-TZVPD basis.

Last column: Löwdin charge in e.
CARTESIAN COORDINATES (ANGSTROEM)
O -1.782 -2.256 -1.407  0.010
N -0.610 -0.421 -0.728  0.176
C 1.635 0.865 1.527  -0.152
C 1.511 -0.361 2.053  0.035
C -0.413 0.911 -0.166  -0.108
C -1.681 -0.866 -1.613  -0.189
C 1.103 1.196 0.168  -0.167
H -2.396 -2.362 -0.665  0.117
H 0.665 -1.009 1.876  0.056
H 1.261 2.272 0.046  0.122
H -1.038 0.820 0.735  0.162
H -0.666 1.650 -0.916  0.147
H -2.610 -0.334 -1.380  0.155
H -1.482 -0.716 -2.678  0.165
H 0.290 -0.903 -0.830  0.172
H 1.587 0.670 -0.649  0.115
H 2.332 1.596 1.933  0.110
H 2.296 -0.752 2.695  0.074

## Properties
- Molar mass: 101.1 u
- Orbital gap (alpha / beta): 0.37840 / 0.19937 Eh
- Energy relative to the best compared isomer or geometry (same formula, charge and spin): 2.808 eV
- Charge: +1
- Expectation value of S²: 0.755
- Multiplicity: 2